Entry 1:
Density functional theory data (the ωB97M-V functional and the def2-TZVPD basis) for a single C4H5NO molecule.

Summary:
Maximum force: 0.779 eV Å⁻¹
Orbital gap: 11.23 eV
Relative energy (zero: lowest compared OMol25 entry of this formula, charge and spin): 100.2 kcal per mole
Net charge: 0
E_HOMO: -10.571 eV

Last column: natural (NBO) charge in e.
Positions of all 11 atoms, in Å:
N -0.444 1.117 -1.129  -0.72
C 0.744 0.691 -1.153  0.41
O 1.322 0.073 -0.105  -0.49
C 0.478 -0.112 1.029  -0.12
C -0.445 -1.259 0.846  -0.51
C -1.490 -1.937 0.569  0.13
H -0.688 1.562 -2.010  0.36
H 1.464 0.753 -1.973  0.16
H -0.119 0.785 1.202  0.24
H 1.153 -0.283 1.869  0.22
H -0.087 -2.345 0.966  0.32

***

Entry 2:
Density functional theory data (the ωB97M-V functional and the def2-TZVPD basis) for a single C5H7NO2 molecule at a distorted geometry.

Summary:
Maximum force: 1.210 eV Å⁻¹
Orbital gap: 9.55 eV
Relative energy (zero: lowest compared OMol25 entry of this formula, charge and spin): 95.9 kcal per mole
Net charge: 0
E_HOMO: -8.554 eV

Last column: natural (NBO) charge in e.
Positions of all 15 atoms, in Å:
C -1.285 -2.338 -0.108  -0.25
C 0.638 2.727 0.322  -0.68
C 0.108 -0.522 -1.206  0.13
C 0.600 1.279 0.029  0.61
C 0.741 -0.832 0.109  0.12
O 0.040 0.882 -1.126  -0.50
O -0.804 -1.018 0.057  -0.43
N 1.071 0.345 0.784  -0.54
H 1.237 -1.749 0.397  0.21
H -2.357 -2.306 0.102  0.21
H -1.121 -2.714 -1.119  0.21
H -0.797 -3.016 0.603  0.18
H -0.372 3.138 0.262  0.24
H 1.051 2.887 1.317  0.25
H 1.250 3.238 -0.423  0.24

***

Entry 3:
Density functional theory data (the ωB97M-V functional and the def2-TZVPD basis) for 2 unconnected molecules or ions with the total composition C26H33N3O3 at a distorted geometry.

Summary:
Maximum force: 2.338 eV Å⁻¹
Orbital gap: 6.78 eV
Relative energy (zero: lowest compared OMol25 entry of this formula, charge and spin): 148.2 kcal per mole
Net charge: 0
E_HOMO: -7.629 eV

Last column: natural (NBO) charge in e.
Positions of all 65 atoms, in Å:
C 1.576 1.246 -1.626  -0.66
C 0.913 2.200 -0.720  -0.14
N 1.013 1.772 0.618  0.45
O 0.072 2.040 1.412  -0.46
O 2.033 1.117 0.957  -0.46
H 1.184 1.370 -2.636  0.22
H 2.669 1.368 -1.641  0.22
H 1.317 0.219 -1.303  0.23
H -0.115 2.479 -0.967  0.22
C 0.786 8.937 4.308  -0.41
N 1.477 7.718 3.934  -0.46
C 1.901 6.849 4.919  0.71
O 1.886 7.104 6.128  -0.62
C 2.307 5.563 4.216  -0.13
C 1.362 4.442 4.605  -0.43
C -0.064 4.828 4.344  -0.05
C -0.797 5.555 5.293  -0.17
C -2.090 5.962 5.026  -0.24
C -2.714 5.626 3.808  -0.22
C -1.979 4.876 2.865  -0.20
C -0.688 4.473 3.149  -0.22
N 2.244 5.924 2.789  -0.41
C 2.262 4.941 1.846  0.16
C 1.743 5.039 0.543  -0.39
C 2.104 4.149 -0.497  -0.08
C 2.236 4.669 -1.853  -0.11
C 3.348 4.327 -2.677  -0.18
C 3.556 4.962 -3.913  -0.21
C 2.674 5.933 -4.384  -0.21
C 1.575 6.287 -3.583  -0.23
C 1.373 5.675 -2.344  -0.14
C 1.863 7.357 2.581  0.17
C 2.947 8.313 1.948  -0.06
C 4.169 8.376 2.867  -0.62
C 2.325 9.680 1.684  -0.62
C 3.391 7.809 0.584  -0.61
H 0.096 8.717 5.132  0.23
H 1.477 9.726 4.650  0.20
H 0.204 9.310 3.452  0.21
H 3.330 5.360 4.561  0.23
H 1.629 3.536 4.068  0.23
H 1.490 4.242 5.673  0.24
H -0.312 5.820 6.244  0.22
H -2.640 6.551 5.769  0.21
H -3.732 5.934 3.602  0.21
H -2.434 4.598 1.909  0.21
H -0.132 3.866 2.425  0.25
H 2.766 4.019 2.148  0.22
H 1.020 5.833 0.307  0.21
H 2.707 3.277 -0.242  0.24
H 4.105 3.657 -2.277  0.22
H 4.438 4.694 -4.510  0.22
H 2.833 6.403 -5.359  0.22
H 0.891 7.067 -3.940  0.22
H 0.556 6.054 -1.704  0.20
H 0.963 7.355 1.944  0.20
H 4.635 7.390 2.935  0.21
H 4.903 9.053 2.427  0.22
H 3.933 8.738 3.868  0.22
H 1.367 9.572 1.162  0.21
H 2.184 10.303 2.567  0.22
H 2.977 10.238 1.007  0.22
H 2.544 7.737 -0.109  0.21
H 4.096 8.551 0.187  0.21
H 3.904 6.848 0.647  0.22

***

Entry 4:
Density functional theory data (the ωB97M-V functional and the def2-TZVPD basis) for a single C22H23ClN4O molecule at a distorted geometry.

Summary:
Maximum force: 1.048 eV Å⁻¹
Orbital gap: 8.58 eV
SMILES: O=C(c1nc2ccc(Cl)cn2c1CN1CCCC1)N1CCc2ccccc2C1
Net charge: 0
E_HOMO: -8.311 eV

Last column: natural (NBO) charge in e.
Positions of all 51 atoms, in Å:
O -1.032 -1.115 -2.549  -0.65
C -1.102 -0.163 -1.781  0.66
C 0.135 0.385 -1.174  0.04
N 0.327 1.685 -0.843  -0.47
C 1.576 1.782 -0.438  0.31
C 2.295 2.898 0.013  -0.20
C 3.600 2.751 0.384  -0.23
C 4.205 1.477 0.302  -0.07
Cl 5.859 1.294 0.764  0.02
C 3.512 0.387 -0.134  -0.02
N 2.213 0.536 -0.494  -0.30
C 1.297 -0.351 -0.971  0.14
C 1.522 -1.812 -1.136  -0.27
N 1.119 -2.528 0.058  -0.42
C 0.925 -3.952 -0.148  -0.22
C 0.829 -4.531 1.269  -0.41
C 1.463 -3.457 2.170  -0.41
C 2.018 -2.426 1.188  -0.22
N -2.280 0.422 -1.489  -0.41
C -3.495 -0.120 -2.056  -0.22
C -4.287 -0.820 -0.955  -0.43
C -4.490 0.106 0.211  -0.02
C -5.522 -0.115 1.116  -0.19
C -5.712 0.726 2.196  -0.21
C -4.866 1.807 2.382  -0.21
C -3.837 2.034 1.489  -0.19
C -3.638 1.189 0.402  -0.04
C -2.513 1.494 -0.556  -0.24
H 1.791 3.849 0.052  0.24
H 4.181 3.588 0.734  0.23
H 3.953 -0.594 -0.209  0.23
H 0.880 -2.147 -1.954  0.27
H 2.578 -2.013 -1.406  0.17
H 0.023 -4.114 -0.738  0.21
H 1.779 -4.399 -0.687  0.16
H 1.358 -5.481 1.338  0.21
H -0.209 -4.701 1.547  0.21
H 2.243 -3.860 2.814  0.21
H 0.704 -2.994 2.799  0.21
H 2.012 -1.413 1.596  0.20
H 3.058 -2.687 0.908  0.15
H -4.083 0.702 -2.481  0.19
H -3.218 -0.818 -2.847  0.25
H -3.727 -1.700 -0.623  0.22
H -5.250 -1.163 -1.339  0.22
H -6.181 -0.958 0.965  0.21
H -6.519 0.541 2.889  0.21
H -5.009 2.470 3.222  0.21
H -3.174 2.875 1.628  0.21
H -2.769 2.405 -1.118  0.20
H -1.596 1.707 -0.006  0.26

***

Entry 5:
Density functional theory data (the ωB97M-V functional and the def2-TZVPD basis) for 4 unconnected molecules or ions with the total composition C22H24ClO13PS at a distorted geometry.

Summary:
Maximum force: 1.483 eV Å⁻¹
Orbital gap: 7.92 eV
Relative energy (zero: lowest compared OMol25 entry of this formula, charge and spin): 0.0 kcal per mole
SMILES: O=C1C=C(Cl)C(=O)c2ccc(P(O)(O)=S)cc21.C[C@@H]1COC(=O)O1.C[C@@H]1COC(=O)O1.C[C@@H]1COC(=O)O1
Net charge: 0
E_HOMO: -9.121 eV

Last column: natural (NBO) charge in e.
Positions of all 62 atoms, in Å:
O 3.150 0.230 2.282  -0.50
C 3.501 0.822 1.301  0.53
C 4.681 0.409 0.505  -0.27
C 5.404 1.354 -0.090  -0.08
Cl 6.771 0.964 -1.052  0.06
C 5.045 2.793 0.085  0.51
O 5.868 3.655 0.192  -0.47
C 3.579 3.024 0.168  -0.11
C 3.005 4.174 -0.358  -0.16
C 1.626 4.335 -0.260  -0.15
C 0.857 3.352 0.362  -0.46
P -0.927 3.528 0.445  1.83
O -1.419 2.574 1.625  -0.98
O -1.485 2.801 -0.892  -0.98
S -1.553 5.338 0.570  -0.59
C 1.440 2.203 0.902  -0.14
C 2.816 2.042 0.794  -0.06
H 4.937 -0.633 0.424  0.24
H 3.622 4.910 -0.845  0.24
H 1.162 5.215 -0.677  0.25
H -2.063 1.929 1.311  0.52
H -0.850 2.126 -1.175  0.51
H 0.818 1.463 1.375  0.26
C 1.608 -4.613 2.886  -0.63
C 1.369 -3.917 1.574  0.07
C 2.594 -3.714 0.714  -0.10
O 2.237 -2.544 -0.042  -0.49
C 1.358 -1.835 0.702  0.99
O 1.010 -0.724 0.452  -0.61
O 0.946 -2.549 1.768  -0.49
H 0.721 -4.563 3.514  0.23
H 1.856 -5.659 2.721  0.24
H 2.422 -4.137 3.436  0.22
H 0.581 -4.426 1.012  0.18
H 2.801 -4.549 0.049  0.21
H 3.484 -3.486 1.303  0.19
C -4.033 -7.210 1.368  -0.63
C -2.830 -7.114 2.270  0.06
C -1.834 -6.036 1.910  -0.10
O -0.609 -6.573 2.432  -0.51
C -0.728 -7.929 2.434  0.97
O 0.170 -8.677 2.635  -0.56
O -2.005 -8.291 2.169  -0.49
H -4.604 -8.111 1.589  0.24
H -4.681 -6.344 1.504  0.22
H -3.732 -7.264 0.321  0.22
H -3.143 -7.020 3.313  0.19
H -2.054 -5.074 2.368  0.21
H -1.725 -5.908 0.829  0.18
C -3.581 4.928 -2.895  -0.63
C -3.152 6.232 -3.514  0.06
C -3.935 6.668 -4.730  -0.09
O -2.975 7.464 -5.439  -0.49
C -1.741 7.007 -5.103  0.97
O -0.734 7.326 -5.645  -0.57
O -1.825 6.135 -4.069  -0.50
H -2.858 4.614 -2.145  0.25
H -4.556 5.032 -2.419  0.22
H -3.636 4.139 -3.648  0.21
H -3.136 7.022 -2.758  0.19
H -4.815 7.260 -4.489  0.20
H -4.224 5.827 -5.366  0.18

***

Entry 6:
Density functional theory data (the ωB97M-V functional and the def2-TZVPD basis) for a molecular structure, C6H8AgFO6 at a distorted geometry.

Summary:
Maximum force: 3.311 eV Å⁻¹
Orbital gap (spin up / spin down): 3.22 / 2.19 eV
2S+1: 2
Relative energy (zero: lowest compared OMol25 entry of this formula, charge and spin): 0.0 kcal per mole
Net charge: +1
E_HOMO (spin up / spin down): -11.143 / -11.143 eV

Last column: Löwdin spin population.
Positions of all 22 atoms, in Å:
Ag -0.440 -7.564 2.947  0.00
F 0.875 -4.792 1.338  1.00
C 0.040 2.582 -1.249  0.00
C -0.852 3.605 -1.149  0.00
C -2.086 3.486 -0.417  0.00
O -2.914 4.382 -0.312  0.00
C -2.424 2.157 0.082  0.00
C -1.540 1.098 0.009  0.00
C -0.220 1.258 -0.716  0.00
O 0.660 0.363 -0.805  0.00
O -1.771 -0.177 0.437  0.00
O -0.622 4.748 -1.827  0.00
H 0.967 2.663 -1.797  0.00
H -3.372 1.978 0.568  0.00
H -1.027 -0.745 0.651  0.00
H -1.275 5.423 -1.629  0.00
O 2.107 -4.690 -2.514  0.00
H 1.963 -4.613 -1.571  0.00
H 2.400 -3.820 -2.784  0.00
O 3.182 -2.061 3.523  0.00
H 3.565 -2.553 4.250  0.00
H 2.785 -2.729 2.965  0.00

***

Entry 7:
Density functional theory data (the ωB97M-V functional and the def2-TZVPD basis) for 6 unconnected molecules or ions with the total composition H14NO5 at a distorted geometry.

Summary:
Maximum force: 3.791 eV Å⁻¹
Orbital gap: 12.09 eV
Relative energy (zero: lowest compared OMol25 entry of this formula, charge and spin): 32.0 kcal per mole
Net charge: +1
E_HOMO: -14.756 eV

Last column: natural (NBO) charge in e.
Positions of all 20 atoms, in Å:
N 0.589 -0.508 -1.000  -0.92
H 1.471 -0.469 -0.428  0.43
H 0.382 0.488 -1.119  0.47
H 1.141 -0.915 -1.769  0.46
H -0.122 -0.993 -0.462  0.48
H -3.145 -1.658 3.104  0.50
H -1.677 -1.561 3.643  0.50
O -2.224 -1.736 2.921  -0.96
H -1.828 4.345 0.106  0.48
H -0.668 4.780 0.782  0.48
O -1.119 3.961 0.626  -0.94
H 1.056 2.948 -1.561  0.49
H -0.213 2.750 -0.753  0.51
O 0.353 2.303 -1.450  -0.99
H -0.019 -2.778 1.095  0.49
H -1.624 -2.195 1.306  0.55
O -0.664 -2.116 0.853  -1.04
H 3.791 -1.821 -2.459  0.50
H 2.688 -2.799 -2.258  0.48
O 2.985 -1.982 -1.979  -0.96

***

Entry 8:
Density functional theory data (the ωB97M-V functional and the def2-TZVPD basis) for a molecular structure, C8H8BrN2 at a distorted geometry.

Summary:
Maximum force: 4.271 eV Å⁻¹
Orbital gap (spin up / spin down): 7.87 / 7.87 eV
Relative energy (zero: lowest compared OMol25 entry of this formula, charge and spin): 22.5 kcal per mole
Net charge: +1
E_HOMO (spin up / spin down): -13.574 / -13.574 eV

Last column: natural (NBO) charge in e.
Positions of all 19 atoms, in Å:
C -1.224 -0.055 -1.115  -0.08
C 1.963 0.622 1.439  0.23
C -0.051 0.454 -0.514  -0.06
C -1.813 -1.065 -0.286  0.05
C 0.010 -0.302 0.737  0.47
C -2.983 -1.669 -0.440  -0.23
C 1.060 1.458 -0.794  -0.46
C 2.255 1.120 0.110  -0.27
N 0.842 -0.073 1.748  -0.47
N -1.010 -1.117 0.881  -0.48
Br 3.227 -0.555 -0.550  0.06
H -1.737 0.191 -1.971  0.24
H 2.681 0.913 2.286  0.26
H -3.318 -2.347 0.359  0.22
H -3.762 -1.702 -1.293  0.27
H 1.129 1.489 -1.820  0.27
H 0.853 2.505 -0.649  0.26
H 2.945 1.889 0.165  0.25
H -1.066 -1.756 1.707  0.46